1.
Entry from the Open Molecules 2025 dataset: a structure of composition C23H18As2ClFNO12S2V (wB97M-V/def2-TZVPD).

Positions of all 61 atoms, in Å:
V (-0.4080, -0.5764, -0.4721)
O (0.7437, 0.4043, 2.8136)
As (-0.1039, -1.1352, 2.6348)
O (-1.0094, -1.4692, 3.9279)
O (-1.0177, -0.7583, 1.2078)
C (1.4401, -2.1611, 2.0933)
C (2.6688, -1.7790, 2.6162)
C (3.8284, -2.4074, 2.1864)
C (3.7668, -3.4126, 1.2343)
C (2.5439, -3.7988, 0.7077)
C (1.3872, -3.1733, 1.1378)
S (-0.1698, -3.6187, 0.4100)
O (-0.0460, -4.9111, -0.1995)
O (-1.1267, -3.4751, 1.4828)
O (-0.3762, -2.5651, -0.6534)
H (0.0688, 1.0975, 2.9027)
H (2.7208, -0.9701, 3.3323)
H (4.7848, -2.0924, 2.5821)
H (4.6747, -3.8894, 0.8888)
H (2.4684, -4.5772, -0.0395)
O (2.1497, 1.6048, -2.1238)
As (2.4894, 0.8763, -0.5624)
O (4.0341, 0.4049, -0.4620)
O (1.4123, -0.4730, -0.5012)
C (2.1949, 2.3096, 0.7144)
C (3.3875, 2.6968, 1.3225)
C (3.4258, 3.7965, 2.1642)
C (2.2738, 4.5318, 2.3987)
C (1.0833, 4.1525, 1.8040)
C (1.0428, 3.0431, 0.9691)
S (-0.5806, 2.5971, 0.4009)
O (-1.1216, 3.7143, -0.3242)
O (-1.2949, 2.1905, 1.5881)
O (-0.3111, 1.4470, -0.5328)
H (1.1991, 1.7891, -2.1799)
H (4.2791, 2.1196, 1.1129)
H (4.3602, 4.0804, 2.6310)
H (2.2981, 5.3965, 3.0494)
H (0.1697, 4.7036, 1.9867)
Cl (-5.2491, 2.9714, -0.5347)
C (-4.6170, 1.3979, -0.1858)
C (-5.3770, 0.4680, 0.4960)
C (-4.8141, -0.7731, 0.7448)
C (-3.5225, -1.0239, 0.3204)
N (-2.7996, -0.1150, -0.3399)
C (-3.3343, 1.0727, -0.5949)
H (-6.3778, 0.7147, 0.8233)
H (-5.3615, -1.5358, 1.2800)
H (-3.0354, -1.9665, 0.5359)
H (-2.7326, 1.7876, -1.1412)
F (-1.3536, -0.9624, -6.6005)
C (-1.2120, -0.8629, -5.2552)
C (-2.3364, -0.9171, -4.4605)
C (-2.1883, -0.8081, -3.0840)
C (-0.9377, -0.6381, -2.4847)
C (0.1743, -0.6251, -3.3389)
C (0.0475, -0.7247, -4.7208)
H (-3.3100, -1.0485, -4.9147)
H (-3.0819, -0.8735, -2.4839)
H (1.1750, -0.5460, -2.9417)
H (0.9139, -0.7043, -5.3688)

Summary:
Total charge: -1
LUMO level (alpha / beta), eV: 1.3693 / 1.9736
Expectation value of S²: 0.7658
Multiplicity: 2
Strongest force on any atom, eV/A: 0.8
Energy above the lowest of the compared OMol25 structures with the same formula, charge and spin, kJ/mol: 43.1

2.
Entry from the Open Molecules 2025 dataset: the ion C4H7N2 with charge +1 at a distorted geometry (wB97M-V/def2-TZVPD).

Positions of all 13 atoms, in Å:
C (-1.5032, 0.4000, 1.5544)
C (-0.5438, 0.0939, 0.4485)
C (0.5577, -0.7023, 0.6242)
N (1.3172, -0.6620, -0.5339)
C (0.7192, 0.1525, -1.4025)
N (-0.3834, 0.6026, -0.8242)
H (-1.5592, -0.4463, 2.2387)
H (-2.4817, 0.6461, 1.1529)
H (-1.1653, 1.1964, 2.2200)
H (0.7818, -1.3744, 1.4336)
H (2.1778, -1.1596, -0.7078)
H (1.1880, 0.7777, -2.1460)
H (-1.0704, 1.2807, -1.0952)

Summary:
Total charge: +1
LUMO level, eV: -3.6573
Strongest force on any atom, eV/A: 2.4
SMILES string: Cc1c[nH]c[nH+]1
Energy above the lowest of the compared OMol25 structures with the same formula, charge and spin, kJ/mol: 49.6

3.
Entry from the Open Molecules 2025 dataset: the molecule C4H5FN2 at a distorted geometry (wB97M-V/def2-TZVPD).

Positions of all 12 atoms, in Å:
C (-2.5923, -1.3299, 0.2643)
C (-0.6389, -0.3800, -0.7612)
C (-1.7686, 0.5729, -0.5486)
C (1.6307, 0.0469, 0.3976)
N (-2.6271, -0.0871, 0.3739)
N (0.5047, -0.5122, -0.3852)
F (-1.2002, 1.7689, -0.0526)
H (-3.4379, -1.9206, 0.7842)
H (-2.5143, 0.9448, -1.2738)
H (2.3480, 0.2697, -0.3611)
H (2.0723, -0.8320, 0.8358)
H (1.3379, 0.8035, 1.0732)

Summary:
LUMO level (alpha / beta), eV: 0.0949 / -0.4488
Strongest force on any atom, eV/A: 3.0
Energy above the lowest of the compared OMol25 structures with the same formula, charge and spin, kJ/mol: 548.9

4.
Entry from the Open Molecules 2025 dataset: a cluster of 2 separate species, C3H9O2 in total at a distorted geometry (wB97M-V/def2-TZVPD).

Positions of all 14 atoms, in Å:
C (0.8542, -0.4898, 0.6125)
O (2.1127, -0.1480, 0.4278)
C (-0.0212, 0.7325, 1.0073)
C (0.0348, 1.7655, -0.1406)
H (0.3204, -0.8809, -0.3257)
H (0.6604, -1.2971, 1.3739)
H (-1.0484, 0.5450, 1.3351)
H (0.5506, 1.1579, 1.8264)
H (-0.8759, 2.3705, -0.1365)
H (0.9230, 2.3674, 0.0183)
H (0.0957, 1.2583, -1.0970)
H (-1.6183, -1.0897, -1.6874)
H (-2.1093, -2.3052, -0.9756)
O (-2.4169, -1.6289, -1.5962)

Summary:
Total charge: -1
LUMO level, eV: 4.1781
Strongest force on any atom, eV/A: 1.0
Energy above the lowest of the compared OMol25 structures with the same formula, charge and spin, kJ/mol: 74.9

5.
Entry from the Open Molecules 2025 dataset: a structure of composition C16H31F3N2OSi3Tc (wB97M-V/def2-TZVPD).

Positions of all 57 atoms, in Å:
Tc (-0.0276, -0.0520, 0.3455)
C (2.4888, -1.1719, -1.0100)
Si (1.2764, -2.6035, -1.0887)
C (1.0508, -3.0929, -2.8667)
C (1.8744, -4.0376, -0.0777)
N (-0.1587, -1.8779, -0.4090)
C (-1.4338, -2.4392, -0.3013)
C (-1.7732, -3.7484, -0.6324)
C (-3.0776, -4.1904, -0.4904)
C (-4.0517, -3.3268, -0.0077)
C (-3.7235, -2.0231, 0.3327)
C (-2.4166, -1.5613, 0.1860)
N (-1.9607, -0.2494, 0.4763)
Si (-2.9022, 1.2041, 0.9494)
C (-2.2553, 1.7923, 2.5824)
C (-2.6941, 2.4411, -0.4217)
C (-4.7354, 0.9498, 1.1607)
H (3.4526, -1.4534, -1.4424)
H (2.6949, -0.8520, 0.0202)
H (2.1268, -0.3138, -1.5910)
H (2.0095, -3.4266, -3.2756)
H (0.7054, -2.2429, -3.4606)
H (0.3323, -3.9053, -2.9942)
H (2.8493, -4.3859, -0.4313)
H (1.1786, -4.8785, -0.1297)
H (1.9708, -3.7447, 0.9701)
H (-1.0087, -4.4245, -0.9980)
H (-3.3318, -5.2102, -0.7512)
H (-5.0718, -3.6678, 0.1110)
H (-4.4895, -1.3685, 0.7162)
H (-1.1990, 2.0536, 2.5312)
H (-2.3746, 1.0051, 3.3324)
H (-2.8133, 2.6716, 2.9179)
H (-1.6406, 2.6093, -0.6539)
H (-3.1395, 3.4017, -0.1450)
H (-3.1972, 2.0835, -1.3243)
H (-4.9845, 0.2359, 1.9488)
H (-5.2396, 0.6537, 0.2387)
H (-5.1353, 1.9239, 1.4604)
C (2.8913, 3.0310, 1.2771)
Si (1.2532, 3.2401, 0.4228)
C (0.2689, 4.5721, 1.2713)
C (1.5036, 3.7364, -1.3536)
O (0.4343, 1.8154, 0.4849)
H (3.4679, 3.9606, 1.2665)
H (3.4952, 2.2541, 0.7991)
H (2.7327, 2.7405, 2.3197)
H (0.7880, 5.5312, 1.1781)
H (0.1362, 4.3612, 2.3361)
H (-0.7218, 4.6787, 0.8193)
H (2.0840, 4.6621, -1.4146)
H (0.5398, 3.9141, -1.8402)
H (2.0354, 2.9693, -1.9239)
F (1.6727, -1.3240, 2.1901)
C (0.4249, -0.7749, 2.2324)
F (0.4834, 0.1849, 3.1732)
F (-0.3936, -1.7213, 2.6957)

Summary:
LUMO level (alpha / beta), eV: 0.0617 / -0.9188
Expectation value of S²: 3.7709
Multiplicity: 4
Strongest force on any atom, eV/A: 0.8

6.
Entry from the Open Molecules 2025 dataset: a structure of composition C30H50ClN5PRuSSi (wB97M-V/def2-TZVPD).

Positions of all 90 atoms, in Å:
Ru (1.0665, -0.4243, 0.6099)
C (-4.0775, -0.4921, -1.8312)
C (-3.7437, -0.8684, -0.3883)
C (-3.3463, -2.3475, -0.2931)
P (-2.3711, 0.1344, 0.3027)
C (-2.5934, 1.9438, 0.0659)
C (-3.8044, 2.5346, 0.7848)
C (-2.5527, 2.4112, -1.3951)
C (-2.3978, -0.1301, 2.0882)
C (-3.6664, -0.1148, 2.6897)
C (-3.8700, -0.1563, 4.0532)
C (-5.2493, -0.1438, 4.6524)
C (-2.7290, -0.2032, 4.8569)
C (-1.4704, -0.2227, 4.3084)
C (-1.2449, -0.2001, 2.9094)
N (0.0430, -0.2657, 2.4389)
C (1.0981, 0.0646, 3.3366)
C (1.4253, 1.4174, 3.5395)
C (0.5823, 2.4945, 2.9200)
C (2.5346, 1.7347, 4.3055)
C (3.3337, 0.7497, 4.8804)
C (4.5686, 1.1202, 5.6549)
C (2.9704, -0.5765, 4.7025)
C (1.8557, -0.9405, 3.9530)
C (1.4267, -2.3808, 3.8936)
H (-4.8293, -1.1879, -2.2087)
H (-3.1941, -0.5783, -2.4700)
H (-4.4884, 0.5125, -1.9079)
H (-4.6154, -0.7127, 0.2477)
H (-2.5991, -2.5882, -1.0498)
H (-4.2246, -2.9632, -0.4930)
H (-2.9651, -2.6117, 0.6958)
H (-1.6859, 2.3061, 0.5669)
H (-4.7362, 2.1179, 0.3932)
H (-3.8301, 3.6114, 0.6103)
H (-3.7727, 2.3678, 1.8598)
H (-3.5501, 2.4081, -1.8319)
H (-1.9182, 1.8012, -2.0373)
H (-2.1846, 3.4374, -1.4245)
H (-4.5441, -0.0401, 2.0611)
H (-6.0112, -0.0262, 3.8819)
H (-5.3635, 0.6738, 5.3663)
H (-5.4560, -1.0733, 5.1867)
H (-2.8335, -0.2296, 5.9362)
H (-0.6109, -0.2699, 4.9640)
H (0.3770, 2.2658, 1.8723)
H (1.0833, 3.4611, 2.9733)
H (-0.3832, 2.5807, 3.4267)
H (2.7925, 2.7793, 4.4487)
H (4.4255, 2.0507, 6.2047)
H (5.4179, 1.2628, 4.9829)
H (4.8375, 0.3401, 6.3668)
H (3.5630, -1.3578, 5.1678)
H (2.2860, -3.0484, 3.8278)
H (0.7642, -2.5726, 3.0525)
H (0.8758, -2.6383, 4.8024)
C (2.4652, -2.3326, -4.6124)
C (2.5521, -2.9268, -3.2604)
N (2.9801, -4.1091, -2.9505)
N (2.8171, -4.1823, -1.5952)
C (2.2887, -3.0809, -1.0608)
S (1.8761, -2.8486, 0.5672)
N (2.1409, -2.2562, -2.1236)
N (1.5415, -1.0061, -2.0537)
H (2.7800, -3.0713, -5.3441)
H (3.1102, -1.4554, -4.6889)
H (1.4345, -2.0217, -4.8050)
H (3.0542, -5.0227, -1.0979)
H (2.1796, -0.3092, -2.4249)
H (0.6651, -1.0364, -2.6367)
C (3.1216, 2.0993, -2.4637)
Si (2.6115, 2.4563, -0.6749)
C (3.7467, 3.7820, 0.0403)
C (0.8831, 3.2048, -0.7645)
C (2.7458, 0.8994, 0.3497)
H (3.4530, 3.0212, -2.9484)
H (2.2921, 1.7199, -3.0681)
H (3.9511, 1.3891, -2.5200)
H (3.6537, 4.7295, -0.4956)
H (4.7946, 3.4760, 0.0098)
H (3.4884, 3.9619, 1.0876)
H (0.8372, 3.9009, -1.6068)
H (0.6377, 3.7664, 0.1402)
H (0.1150, 2.4466, -0.9207)
H (3.1197, 1.1589, 1.3477)
H (3.5174, 0.2704, -0.1162)
Cl (-0.9319, -1.1409, -3.8004)
C (-0.8655, -0.2864, -0.4706)
H (-0.9385, -1.3164, -0.8287)
H (-0.7742, 0.3181, -1.3726)

Summary:
LUMO level (alpha / beta), eV: 0.4552 / -0.9808
Expectation value of S²: 8.7689
Multiplicity: 6
Strongest force on any atom, eV/A: 0.3
Energy above the lowest of the compared OMol25 structures with the same formula, charge and spin, kJ/mol: 5.5